Record 1
Molecular formula: C4H10NOP
Method: DFT, ωB97M-V/def2-TZVPD

XYZ file:
```
17
Properties=species:S:1:pos:R:3:forces:R:3
C -0.146 0.307 -1.457 -0.62 0.40 -0.70
P -1.605 0.360 -2.211 -0.27 -0.19 -0.26
C -2.493 1.715 -1.366 -2.46 -0.27 1.27
H 0.151 1.008 -0.703 0.31 0.06 0.40
H 0.556 -0.349 -1.927 0.61 -0.38 0.22
H -2.582 2.604 -2.039 0.24 -0.56 0.80
H -3.609 1.389 -1.100 2.21 0.55 -0.88
H -2.069 1.893 -0.350 -0.01 0.41 -0.93
C 2.350 0.000 0.993 0.16 -4.37 -2.58
N 3.119 0.841 1.432 1.73 2.25 1.34
H 2.732 -0.947 0.359 -0.80 1.76 1.18
H 1.284 -0.009 1.134 -0.44 0.44 0.23
H 4.119 0.682 1.244 -0.65 -0.09 -0.13
C -0.442 -2.400 1.476 0.68 0.58 1.19
O -1.208 -1.522 1.231 -0.84 0.45 -0.61
H 0.354 -2.174 2.218 0.19 -0.50 -0.21
H -0.511 -3.401 1.066 -0.03 -0.53 -0.35
```
Forces are in eV/Å.

HOMO: -9.39 eV
lowest unoccupied orbital energy: 0.69 eV
Kohn-Sham gap: 10.085 eV

***

Record 2
Molecular formula: C4H10NOS
Method: DFT, ωB97M-V/def2-TZVPD

XYZ file:
```
17
Properties=species:S:1:pos:R:3:forces:R:3
C 0.947 -0.710 1.578 -0.14 0.05 -0.07
C 0.193 0.021 0.484 -0.12 0.45 -0.46
C 0.822 -0.179 -0.910 0.04 0.20 0.06
S 2.478 0.633 -0.994 -0.09 -0.24 0.20
N -1.230 -0.243 0.550 -0.26 -0.28 -0.24
C -2.075 0.644 -0.368 0.13 -0.02 0.43
O -1.985 0.397 -1.660 0.11 0.02 -0.18
H 2.021 -0.593 1.428 0.11 -0.02 0.26
H 0.704 -1.773 1.575 0.03 -0.15 -0.13
H 0.630 -0.315 2.541 0.17 0.01 0.14
H 0.277 1.100 0.658 0.12 0.00 0.15
H 0.166 0.312 -1.623 -0.15 -0.04 -0.09
H 0.921 -1.226 -1.191 0.01 -0.14 0.11
H 2.415 0.941 -2.286 0.04 0.09 -0.22
H -1.429 -1.176 0.183 0.20 0.00 0.13
H -1.766 1.673 -0.034 0.01 0.04 -0.07
H -3.089 0.493 0.069 -0.18 0.03 -0.02
```
Forces are in eV/Å.

total charge: -1
HOMO: -2.77 eV
lowest unoccupied orbital energy: 3.24 eV
Kohn-Sham gap: 6.008 eV

***

Record 3
Molecular formula: C4H10NOS
Method: DFT, ωB97M-V/def2-TZVPD

XYZ file:
```
17
Properties=species:S:1:pos:R:3:forces:R:3
C 0.056 0.489 2.210 -1.59 -1.14 -2.33
C -0.726 1.217 1.052 0.69 1.81 0.71
C 0.565 -0.777 1.420 -3.89 -0.59 -0.04
C -0.174 0.652 -0.214 -0.14 2.36 0.67
N 0.484 -0.399 -0.047 3.79 -4.20 1.62
O -0.320 1.235 -1.329 -1.89 2.71 1.05
S 0.097 -1.238 -3.150 -0.33 -0.69 0.09
H 0.752 1.103 2.753 0.61 0.14 -0.34
H -0.714 0.196 2.890 -0.12 -0.44 0.76
H -1.802 1.025 0.949 0.07 -0.11 0.62
H -0.609 2.341 1.201 -0.19 -1.41 -0.90
H 1.451 -1.218 1.804 1.01 -0.26 -0.42
H -0.297 -1.564 1.381 1.71 1.02 1.06
H 0.791 -0.740 -4.129 0.99 0.67 -0.65
H 0.954 -1.114 -0.695 -1.19 1.96 0.63
H 0.036 0.742 -2.016 0.95 -1.60 -2.78
H -0.544 -1.949 -4.079 -0.48 -0.24 0.25
```
Forces are in eV/Å.

total charge: +1
HOMO: -14.20 eV
lowest unoccupied orbital energy: -3.07 eV
Kohn-Sham gap: 11.124 eV

***

Record 4
Molecular formula: C4H10NP
Method: DFT, ωB97M-V/def2-TZVPD

XYZ file:
```
16
Properties=species:S:1:pos:R:3:forces:R:3
C 1.064 0.701 -2.325 -0.96 -0.97 -1.35
C 0.694 -0.221 -3.187 -0.96 -0.83 1.22
C 1.849 0.601 -3.662 -0.67 1.03 1.13
H 0.778 1.258 -1.422 0.54 -0.42 -0.63
H -0.025 -1.107 -3.374 1.49 1.84 0.14
H 1.668 1.428 -4.356 0.24 -0.44 -0.17
H 2.861 0.253 -3.566 0.33 -0.21 -0.33
C -0.381 0.166 3.286 0.16 -1.22 0.31
N -1.221 -0.885 2.629 -0.77 -0.40 2.46
P -2.119 -0.520 1.197 1.14 1.91 -0.19
H -0.040 0.923 2.606 0.30 0.06 -0.67
H -0.950 0.694 4.015 -0.57 0.52 0.72
H 0.500 -0.261 3.845 -0.79 0.14 -0.84
H -1.917 -1.247 3.375 1.60 0.76 -1.71
H -1.826 -1.652 0.552 -0.22 -2.24 -0.84
H -0.937 -0.132 0.390 -0.85 0.48 0.75
```
Forces are in eV/Å.

HOMO: -8.47 eV
lowest unoccupied orbital energy: 1.00 eV
Kohn-Sham gap: 9.474 eV

***

Record 5
Molecular formula: C4H10NP
Method: DFT, ωB97M-V/def2-TZVPD

XYZ file:
```
16
Properties=species:S:1:pos:R:3:forces:R:3
C -1.307 -0.071 0.025 3.07 -1.24 1.25
C -0.142 0.596 0.207 -2.14 -1.49 -0.67
C -2.618 0.633 -0.012 -1.17 -2.62 1.63
C 1.533 -1.886 -0.076 -3.01 1.92 0.06
N 1.110 0.075 0.472 1.11 -3.41 -1.54
P 2.490 0.901 -0.046 1.25 0.26 0.29
H -0.987 -1.147 0.087 -1.82 0.55 -0.25
H -0.237 1.635 0.070 0.65 1.60 0.27
H -2.651 1.428 0.674 0.39 1.68 0.30
H -2.902 0.825 -0.979 -0.55 1.26 -2.37
H -3.537 0.092 0.353 1.19 -0.44 -0.16
H 1.054 -2.119 -1.069 0.52 0.74 1.08
H 2.569 -2.098 -0.035 1.13 0.78 -0.03
H 1.040 -2.425 0.728 -0.20 0.27 -0.02
H 2.254 1.607 -1.308 -0.50 -0.13 0.84
H 2.329 1.953 0.908 0.08 0.26 -0.69
```
Forces are in eV/Å.

HOMO: -8.01 eV
lowest unoccupied orbital energy: 0.17 eV
Kohn-Sham gap: 8.174 eV

***

Record 6
Molecular formula: C4H10NS
Method: DFT, ωB97M-V/def2-TZVPD

XYZ file:
```
16
Properties=species:S:1:pos:R:3:forces:R:3
C 0.863 0.555 -0.136 -0.30 -0.87 1.92
C 0.085 1.169 1.020 0.00 1.28 0.58
S -1.694 1.524 0.544 0.71 -0.34 0.30
C 0.106 -0.631 -0.591 -1.58 -2.31 -4.47
N 0.741 -1.845 -1.265 -0.90 1.98 2.27
C 1.428 -2.516 -0.183 1.06 0.56 1.84
H 1.915 0.571 -0.417 0.32 -0.02 1.04
H 0.511 1.294 -0.994 -0.45 1.76 -2.57
H 0.047 0.431 1.848 0.08 0.29 -0.49
H 0.419 2.128 1.485 0.42 -0.82 -0.65
H -0.589 -0.162 -1.374 0.54 -1.14 0.93
H 0.408 1.728 -1.874 0.03 -0.24 1.24
H -0.630 -0.933 0.203 0.56 0.10 -0.26
H 0.937 -2.167 0.805 0.88 -0.77 -0.83
H 2.526 -2.171 -0.089 -1.06 -0.62 0.00
H 1.472 -3.654 -0.101 -0.31 1.15 -0.83
```
Forces are in eV/Å.

total charge: -1
HOMO: -2.72 eV
lowest unoccupied orbital energy: 1.84 eV
Kohn-Sham gap: 4.561 eV

***

Record 7
Molecular formula: C4H10NS
Method: DFT, ωB97M-V/def2-TZVPD

XYZ file:
```
16
Properties=species:S:1:pos:R:3:forces:R:3
C 1.432 -1.015 -0.919 2.33 -2.44 -0.20
N 1.458 0.205 -0.109 -0.67 0.69 -0.86
C 0.492 0.165 1.018 -0.20 0.93 1.89
C -0.944 -0.099 0.657 0.65 -0.20 1.06
C -1.443 1.101 -0.112 -2.63 -1.39 -0.54
S -2.581 0.283 -1.371 0.31 1.06 -0.50
H 1.115 -0.970 -1.969 -0.73 0.69 0.44
H 2.513 -1.435 -1.114 -1.46 0.70 0.85
H 0.880 -1.856 -0.449 0.26 0.58 -0.21
H 1.211 0.881 -0.834 -0.19 0.49 0.96
H 0.928 -0.514 1.718 0.20 -1.32 0.33
H 0.339 1.014 1.773 1.39 0.19 -1.68
H -0.898 -0.973 0.027 -0.82 -0.26 -0.14
H -1.629 -0.281 1.566 1.20 0.05 -1.29
H -2.135 1.629 0.517 -0.27 0.47 0.53
H -0.737 1.866 -0.399 0.64 -0.24 -0.66
```
Forces are in eV/Å.

total charge: -1
HOMO: -2.18 eV
lowest unoccupied orbital energy: 4.01 eV
Kohn-Sham gap: 6.183 eV

***

Record 8
Molecular formula: C4H10NS
Method: DFT, ωB97M-V/def2-TZVPD

XYZ file:
```
16
Properties=species:S:1:pos:R:3:forces:R:3
C -1.345 1.542 1.174 2.06 -1.80 -0.19
N -1.158 0.997 -0.189 -2.29 2.04 -1.99
C -0.105 0.252 -0.950 0.97 0.17 3.23
C 0.124 -1.119 -0.267 0.90 -0.27 -0.94
C 1.631 -1.503 -0.026 0.49 -0.24 0.82
S 2.906 -0.625 -1.040 -0.34 -0.28 0.24
H -0.514 2.165 1.555 0.05 -0.06 -0.14
H -2.248 2.181 1.253 0.23 -0.95 -0.21
H -1.321 0.602 1.752 -0.63 0.84 0.77
H -1.443 1.790 -0.754 0.11 -0.36 -0.51
H -0.334 0.127 -1.988 -0.92 0.16 -0.42
H 0.846 0.796 -0.950 0.04 -0.14 0.09
H -0.538 -1.221 0.611 0.41 0.01 -0.16
H -0.136 -1.916 -0.973 -0.67 0.26 0.06
H 1.943 -1.492 1.051 -0.46 0.46 -0.62
H 1.694 -2.575 -0.261 0.04 0.15 -0.05
```
Forces are in eV/Å.

total charge: -1
HOMO: -2.20 eV
lowest unoccupied orbital energy: 3.76 eV
Kohn-Sham gap: 5.957 eV

***

Record 9
Molecular formula: C4H10NS
Method: DFT, ωB97M-V/def2-TZVPD

XYZ file:
```
16
Properties=species:S:1:pos:R:3:forces:R:3
C 0.289 -0.088 0.816 -0.31 0.01 0.55
C 0.924 0.030 -0.597 -0.11 -1.14 -0.17
S 2.775 -0.132 -0.513 -0.53 0.48 0.05
C -1.146 -0.765 1.031 4.73 0.79 0.38
N -2.421 0.676 0.620 -2.54 1.17 4.68
C -2.889 0.614 -0.715 -0.38 -1.65 -1.66
H 0.333 0.915 1.265 -0.18 -0.36 0.14
H 0.968 -0.735 1.393 -0.09 0.21 -0.13
H 0.650 -0.838 -1.242 -0.35 0.54 0.43
H 0.563 0.942 -1.096 0.26 -0.15 0.10
H -1.160 -1.228 2.044 -0.56 0.93 -0.29
H -1.052 -1.566 0.370 -0.73 -1.52 -1.64
H -2.297 -0.441 0.973 -1.88 0.96 0.10
H -3.595 -0.218 -1.039 0.18 1.06 0.64
H -1.889 0.269 -0.689 1.81 -0.87 -4.15
H -3.044 1.532 -1.324 0.70 -0.44 0.97
```
Forces are in eV/Å.

total charge: -1
HOMO: -2.39 eV
lowest unoccupied orbital energy: 3.69 eV
Kohn-Sham gap: 6.082 eV

***

Record 10
Molecular formula: C4H10NS
Method: DFT, ωB97M-V/def2-TZVPD

XYZ file:
```
16
Properties=species:S:1:pos:R:3:forces:R:3
C -1.596 0.188 -1.618 0.45 -1.01 0.25
C -1.321 -1.023 -1.102 -0.98 0.99 -0.34
N -2.065 -2.174 -1.371 0.53 0.14 -0.14
H -2.315 0.278 -2.421 -0.16 0.22 0.12
H -1.102 1.056 -1.209 0.09 0.04 -0.31
H -0.542 -1.130 -0.365 0.07 -0.19 0.06
H -3.025 -1.974 -1.602 0.01 -0.16 -0.01
H -1.972 -2.862 -0.647 -0.17 -0.25 0.02
C 2.387 1.119 1.737 0.08 0.27 -0.13
C 1.213 0.805 0.805 0.99 0.24 -0.07
S -0.358 0.586 1.605 -0.01 0.12 0.32
H 2.700 0.216 2.261 0.02 0.20 0.19
H 2.133 1.916 2.434 -0.13 -0.21 0.22
H 3.235 1.521 1.170 -0.06 -0.33 -0.08
H 1.468 -0.127 0.274 -0.37 0.23 -0.11
H 1.159 1.604 0.051 -0.34 -0.31 0.02
```
Forces are in eV/Å.

spin multiplicity: 2
HOMO (spin up / spin down): -8.06 / -8.01 eV
lowest unoccupied orbital energy (spin up / spin down): 0.97 / -1.92 eV
Kohn-Sham gap (spin up / spin down): 9.023 / 6.084 eV
⟨S²⟩: 0.753

***

Record 11
Molecular formula: C4H10NS
Method: DFT, ωB97M-V/def2-TZVPD

XYZ file:
```
16
Properties=species:S:1:pos:R:3:forces:R:3
C -1.942 0.082 0.326 1.67 0.23 -0.23
C 0.642 -0.431 0.607 -0.49 0.76 0.30
C -3.325 0.052 -0.151 -1.40 -2.29 2.47
C 2.624 0.597 -0.461 2.56 -2.11 -1.29
N 1.896 -0.671 -0.040 1.75 -1.72 -2.86
S -0.557 -0.132 -0.614 -1.34 -0.13 2.38
H -1.673 0.257 1.390 -0.61 -0.28 -0.73
H 0.869 0.243 1.468 -1.04 -0.46 -0.68
H -3.796 -0.996 0.273 1.13 2.19 -1.04
H -3.449 0.033 -1.203 -0.14 0.21 -0.91
H -3.963 0.777 0.385 0.37 -0.01 -0.58
H 2.282 0.894 -1.427 -0.29 0.20 -0.58
H 2.394 1.286 0.248 -0.83 2.15 1.97
H 3.766 0.522 -0.461 -1.62 -0.45 -0.16
H 2.536 -1.191 0.599 -0.72 0.10 -0.64
H 1.697 -1.323 -0.939 1.00 1.61 2.59
```
Forces are in eV/Å.

total charge: +1
HOMO (spin up / spin down): -12.13 / -11.67 eV
lowest unoccupied orbital energy (spin up / spin down): -4.29 / -4.82 eV
Kohn-Sham gap (spin up / spin down): 7.844 / 6.852 eV

***

Record 12
Molecular formula: C4H10NS
Method: DFT, ωB97M-V/def2-TZVPD

XYZ file:
```
16
Properties=species:S:1:pos:R:3:forces:R:3
C 1.195 1.374 -0.068 1.74 0.06 0.13
N 0.927 -0.102 0.077 4.32 0.20 -0.05
C -0.022 -0.434 1.116 -1.22 -1.10 2.34
C -1.167 -0.783 0.132 0.77 -1.13 -2.24
S -2.374 0.534 -0.211 3.54 3.13 1.97
C 0.118 -0.685 -0.988 -2.37 -2.37 -0.10
H 0.220 1.854 0.074 0.62 0.35 0.03
H 2.006 1.555 0.700 -1.44 0.49 -0.49
H 1.693 1.656 -1.046 -0.96 -0.74 0.90
H 1.902 -0.560 0.342 -2.46 0.85 -1.41
H -0.320 0.454 1.612 0.09 0.76 1.09
H 0.438 -1.173 1.869 -1.19 0.85 -1.31
H -1.859 -1.697 0.215 2.05 0.96 -0.02
H -3.216 -0.242 -0.601 -3.45 -2.94 -1.56
H 0.525 -1.640 -1.334 -0.12 -0.02 0.42
H -0.064 -0.111 -1.889 0.09 0.65 0.32
```
Forces are in eV/Å.

total charge: +1
HOMO: -13.32 eV
lowest unoccupied orbital energy: -3.65 eV
Kohn-Sham gap: 9.670 eV

***

Record 13
Molecular formula: C4H10NS
Method: DFT, ωB97M-V/def2-TZVPD

XYZ file:
```
16
Properties=species:S:1:pos:R:3:forces:R:3
C -0.176 1.210 -0.432 2.48 -0.65 0.32
C -0.084 -1.240 -0.978 1.36 -1.42 1.24
C 0.482 0.034 -0.681 0.87 2.84 -0.85
C 0.419 2.508 -0.079 1.70 -0.55 -5.14
N -1.348 -1.638 -0.982 2.32 0.34 -0.32
S 0.108 -1.627 1.925 0.36 -0.53 0.61
H -1.163 1.363 -0.419 -4.21 -0.59 -0.17
H 0.769 -2.016 -0.990 -2.02 0.76 -0.33
H 1.612 0.245 -0.738 -1.70 -1.31 0.09
H 1.498 2.311 -0.053 -0.10 1.14 0.12
H 0.025 2.944 0.738 -1.22 1.11 3.17
H 0.055 3.290 -0.934 1.25 -1.81 1.61
H -2.083 -0.961 -0.949 -0.52 0.08 0.19
H 0.556 -2.706 2.648 -0.03 0.81 -0.36
H -1.513 -2.620 -0.795 -0.35 0.20 -0.43
H 1.274 -0.945 1.862 -0.17 -0.43 0.26
```
Forces are in eV/Å.

total charge: +1
HOMO: -13.51 eV
lowest unoccupied orbital energy: -5.42 eV
Kohn-Sham gap: 8.091 eV

***

Record 14
Molecular formula: C4H10O
Method: DFT, ωB97M-V/def2-TZVPD

XYZ file:
```
15
Properties=species:S:1:pos:R:3:forces:R:3
C -0.431 0.086 1.054 0.91 -0.02 -2.46
O 1.112 2.176 0.651 0.34 0.04 -0.35
C -1.552 -0.329 0.253 -3.82 0.54 1.99
C 0.344 -0.885 0.092 4.17 0.30 1.14
C 0.585 -0.447 -1.376 -0.27 -0.73 0.21
H 0.291 1.272 0.753 -0.27 -0.08 0.64
H -0.330 -0.148 2.121 -0.37 -0.47 -0.33
H 0.722 3.004 0.940 -0.21 0.01 0.06
H -1.886 0.185 -0.634 0.17 0.13 -0.25
H -2.313 -0.985 0.713 0.04 0.11 -0.38
H 0.086 -1.947 0.149 -0.32 -0.04 -0.11
H 1.406 -0.871 0.522 -0.41 -0.21 -0.33
H 1.423 -1.045 -1.757 0.04 0.26 -0.04
H 0.806 0.614 -1.459 0.11 0.07 0.19
H -0.263 -0.682 -2.022 -0.10 0.08 0.03
```
Forces are in eV/Å.

spin multiplicity: 2
total charge: -1
HOMO (spin up / spin down): -1.23 / -2.47 eV
lowest unoccupied orbital energy (spin up / spin down): 4.67 / 4.56 eV
Kohn-Sham gap (spin up / spin down): 5.900 / 7.031 eV
⟨S²⟩: 0.755

***

Record 15
Molecular formula: C4H10O
Method: DFT, ωB97M-V/def2-TZVPD

XYZ file:
```
15
Properties=species:S:1:pos:R:3:forces:R:3
C 1.578 -1.273 0.401 0.89 -1.24 0.11
C 0.290 -0.561 0.506 -0.86 1.13 0.32
C 0.168 0.764 0.537 1.21 -0.17 -0.19
C -1.029 1.622 0.686 -1.12 -0.75 0.50
H 1.983 -1.492 -0.581 -0.55 0.23 -0.76
H 2.441 -0.755 0.844 -0.50 -0.14 0.47
H 1.435 -2.291 0.797 0.45 0.39 0.39
H -0.618 -1.113 0.738 0.07 -0.34 -0.39
H 1.113 1.329 0.471 -0.34 -0.10 -0.13
H -2.001 1.103 0.725 0.49 -0.36 -0.19
H -1.105 2.277 -0.174 0.08 0.68 0.23
H -0.992 2.109 1.664 0.17 0.65 -0.40
O -1.367 -0.579 -2.536 0.46 0.53 0.49
H -0.963 -1.279 -2.025 -0.10 -0.94 -0.05
H -0.931 0.140 -2.054 -0.34 0.41 -0.40
```
Forces are in eV/Å.

HOMO: -9.48 eV
lowest unoccupied orbital energy: 0.99 eV
Kohn-Sham gap: 10.464 eV

***

Taking the records one at a time from the top gives energy relative to the best compared isomer or geometry (same formula, charge and spin) values of 92.91; 50.90; 32.67; 87.14; 84.31; 168.28; 35.72; 32.26; 154.21; 15.61; 88.86; 57.49; 48.44; 56.02; 24.88 kcal per mole.